{"formula": "C27H39BN7O7S2Si2Sn", "method": "the ωB97M-V functional and the def2-TZVPD basis", "homo_energy_ev": -3.3, "lumo_ev": 1.512, "fmax_ev_per_a": 0.96, "charge": -1, "symbols": ["Sn", "O", "C", "O", "C", "C", "C", "C", "C", "N", "C", "O", "O", "H", "H", "H", "H", "H", "C", "N", "C", "C", "N", "B", "N", "C", "C", "N", "C", "C", "S", "C", "S", "H", "H", "H", "H", "H", "H", "H", "H", "H", "H", "H", "H", "C", "Si", "C", "C", "C", "C", "C", "C", "C", "C", "N", "Si", "C", "C", "C", "H", "H", "H", "H", "H", "H", "H", "H", "H", "H", "H", "H", "H", "H", "H", "H", "H", "H", "H", "H", "H", "H", "O", "N", "O", "O"], "xyz": [[-0.13463, 0.60696, 0.18011], [-4.86340, 2.04063, 1.05420], [-3.83204, 1.45196, 0.42080], [-3.26985, 0.47366, 0.80860], [-3.45501, 2.19004, -0.83802], [-4.17216, 3.28951, -1.29015], [-3.71612, 3.94277, -2.41425], [-2.55314, 3.49574, -3.02445], [-1.90873, 2.39275, -2.49383], [-2.36641, 1.74073, -1.44256], [-0.61335, 1.82264, -3.05578], [-0.05323, 2.46893, -4.08843], [-0.09699, 0.83626, -2.62546], [-4.95228, 1.58153, 1.90335], [-5.05204, 3.61894, -0.75731], [-4.24826, 4.79974, -2.80635], [-2.17862, 4.01702, -3.89627], [-0.45447, 3.33446, -4.22188], [2.40176, 2.00393, 3.13256], [3.28025, 1.68335, 2.01426], [4.51264, 1.06665, 2.12766], [5.02121, 0.99474, 0.88104], [4.11127, 1.56106, 0.01387], [4.32587, 1.70141, -1.50873], [3.47948, 0.61332, -2.29017], [3.57850, 0.57076, -3.66471], [2.80671, -0.43812, -4.11861], [2.23442, -1.01712, -3.01080], [1.28665, -2.12046, -3.01547], [2.63541, -0.35988, -1.89316], [2.14154, -0.89418, -0.32272], [3.05088, 1.98489, 0.71648], [1.62856, 2.74330, 0.11730], [3.01014, 2.07331, 4.03163], [1.63334, 1.24684, 3.26519], [1.90838, 2.95214, 2.94121], [4.88816, 0.71594, 3.07269], [5.94253, 0.56849, 0.52565], [5.50140, 1.47898, -1.73342], [3.97971, 2.79795, -1.88792], [4.20236, 1.26778, -4.19802], [2.62013, -0.79975, -5.11483], [1.18979, -2.48028, -4.03801], [0.31743, -1.79690, -2.64866], [1.63518, -2.92280, -2.37013], [2.90489, -4.18790, 0.14139], [2.06267, -3.79398, 1.79331], [2.24103, -5.38612, 2.80597], [3.18030, -2.55158, 2.68175], [0.37695, -3.11740, 1.66805], [-0.33414, -3.09419, 0.43624], [-0.33971, -4.20145, -0.48612], [-1.15134, -4.21705, -1.58552], [-1.97867, -3.11305, -1.86097], [-1.87986, -2.04808, -0.99409], [-1.09700, -2.00496, 0.09084], [-0.48648, -2.50829, 3.15836], [-2.33218, -2.29555, 2.88135], [-0.37011, -3.82951, 4.52141], [0.16731, -0.95633, 4.00133], [3.40985, -5.15921, 0.18390], [3.64885, -3.41950, -0.09240], [2.19953, -4.20393, -0.69087], [3.29391, -5.69680, 2.84702], [1.66387, -6.20249, 2.35590], [1.88853, -5.25481, 3.83100], [4.24328, -2.78983, 2.54982], [2.96741, -2.53013, 3.75656], [3.00135, -1.54865, 2.27922], [0.26399, -5.06607, -0.24448], [-1.17176, -5.08828, -2.23348], [-2.65312, -3.09121, -2.70782], [-2.46661, -1.14628, -1.17341], [-2.74552, -3.19299, 2.40840], [-2.54219, -1.44626, 2.22943], [-2.84286, -2.14069, 3.83960], [-0.48809, -4.83145, 4.09932], [-1.15325, -3.67665, 5.27557], [0.59478, -3.79299, 5.04056], [0.18813, -0.09826, 3.32132], [1.18391, -1.12416, 4.37288], [-0.46439, -0.68492, 4.85650], [-1.45511, 2.90498, 0.96597], [-1.36916, 2.58364, 2.18644], [-1.96644, 3.21583, 3.04934], [-0.58905, 1.63828, 2.49757]], "forces_ev_per_angstrom": [[0.080, -0.336, 0.211], [0.070, -0.098, 0.074], [0.046, 0.318, -0.288], [-0.015, -0.200, 0.146], [0.031, -0.048, 0.053], [-0.100, -0.057, 0.144], [0.092, 0.087, -0.183], [-0.125, 0.282, -0.100], [0.386, -0.164, -0.224], [-0.176, -0.128, 0.137], [-0.238, 0.336, -0.043], [0.058, 0.132, -0.098], [-0.001, -0.336, 0.124], [-0.041, 0.009, 0.012], [0.025, -0.012, -0.008], [0.034, -0.005, 0.000], [-0.052, 0.010, -0.010], [-0.013, -0.030, -0.010], [0.083, -0.048, -0.115], [0.028, 0.135, 0.235], [-0.189, -0.003, 0.022], [-0.137, -0.017, -0.125], [0.264, 0.194, -0.078], [-0.015, -0.058, 0.008], [-0.092, 0.064, 0.015], [0.028, 0.065, 0.188], [-0.065, -0.132, 0.032], [-0.190, -0.143, -0.011], [0.117, 0.052, -0.031], [0.227, 0.111, -0.144], [0.062, 0.172, -0.127], [-0.007, -0.186, -0.016], [0.064, 0.049, 0.060], [0.012, -0.008, 0.018], [0.111, 0.013, 0.009], [-0.001, 0.034, -0.033], [-0.025, 0.021, -0.019], [-0.041, 0.040, -0.009], [-0.083, 0.014, -0.001], [0.041, -0.116, -0.006], [-0.037, -0.022, 0.043], [-0.019, 0.013, 0.042], [0.003, 0.003, -0.016], [-0.080, 0.061, 0.018], [0.041, 0.013, -0.017], [0.088, 0.054, -0.170], [0.063, -0.130, 0.113], [0.078, -0.145, 0.018], [0.027, 0.102, 0.078], [-0.111, 0.237, -0.418], [-0.025, -0.106, -0.090], [0.006, 0.111, 0.114], [-0.012, 0.053, -0.026], [0.070, -0.063, 0.015], [-0.121, 0.074, 0.163], [0.032, -0.079, -0.127], [0.005, -0.184, 0.120], [-0.124, 0.123, -0.056], [0.032, -0.009, 0.150], [0.101, 0.139, -0.029], [-0.032, 0.035, 0.002], [-0.046, -0.091, 0.055], [0.079, -0.035, 0.039], [-0.100, 0.015, -0.010], [0.042, 0.049, 0.037], [0.009, -0.030, -0.036], [-0.096, -0.007, 0.025], [0.022, -0.002, -0.045], [0.094, -0.100, 0.070], [-0.046, -0.040, 0.027], [0.021, 0.000, 0.026], [0.043, 0.025, 0.025], [0.054, -0.022, 0.033], [0.003, 0.059, 0.024], [-0.053, -0.064, 0.057], [0.059, -0.023, -0.059], [-0.023, 0.046, 0.050], [0.089, 0.013, -0.068], [-0.061, -0.040, -0.039], [-0.075, -0.319, 0.259], [-0.042, -0.003, -0.025], [0.056, 0.028, -0.083], [-0.253, -0.295, 0.405], [0.579, 0.756, -0.149], [-0.103, -0.337, -0.152], [-0.488, 0.124, -0.203]]}

{"formula": "C24H48O6", "method": "the ωB97M-V functional and the def2-TZVPD basis", "smiles": "C1CCOC1.C1CCOC1.C1CCOC1.C1CCOC1.C1CCOC1.C1CCOC1", "homo_energy_ev": -9.2, "lumo_ev": 0.748, "fmax_ev_per_a": 3.88, "symbols": ["C", "C", "C", "O", "C", "H", "H", "H", "H", "H", "H", "H", "H", "C", "C", "C", "O", "C", "H", "H", "H", "H", "H", "H", "H", "H", "C", "C", "C", "O", "C", "H", "H", "H", "H", "H", "H", "H", "H", "C", "C", "C", "O", "C", "H", "H", "H", "H", "H", "H", "H", "H", "C", "C", "C", "O", "C", "H", "H", "H", "H", "H", "H", "H", "H", "C", "C", "C", "O", "C", "H", "H", "H", "H", "H", "H", "H", "H"], "xyz": [[-2.93898, -1.53914, 0.42383], [-2.40393, -0.54184, 1.39011], [-2.10206, -1.33151, 2.73891], [-1.76332, -2.56317, 2.08264], [-2.15675, -2.87323, 0.75260], [-2.74699, -1.23044, -0.60376], [-4.02893, -1.53737, 0.43419], [-2.92130, 0.40472, 1.54649], [-1.42486, -0.25749, 1.00455], [-2.92250, -1.53208, 3.42794], [-1.25956, -0.95664, 3.32008], [-2.82649, -3.73299, 0.77160], [-1.27883, -3.00591, 0.12032], [2.08458, 0.50977, -4.24324], [0.68137, 0.16806, -4.01576], [0.68411, -0.64776, -2.69270], [2.04746, -0.93381, -2.45479], [2.88983, 0.05786, -3.06789], [2.31450, 1.56597, -4.38352], [2.47237, -0.13488, -5.03199], [0.10769, -0.37349, -4.76790], [0.03550, 1.01561, -3.78639], [0.09707, -1.56607, -2.67875], [0.34640, -0.22527, -1.74637], [3.86705, -0.34168, -3.33902], [3.07060, 0.81622, -2.30611], [0.62546, 1.59092, -0.02667], [-0.31565, 2.26778, -1.06868], [-0.96198, 3.39976, -0.39938], [-0.73331, 3.22564, 0.97524], [0.57877, 2.64191, 1.08166], [1.64529, 1.36939, -0.34124], [0.27853, 0.66521, 0.43247], [-1.02417, 1.49533, -1.36771], [0.14091, 2.58281, -2.00698], [-2.01076, 3.50490, -0.67708], [-0.54654, 4.35418, -0.72277], [0.71401, 2.12044, 2.02922], [1.35129, 3.40982, 1.04139], [-5.29343, 1.52931, -3.35982], [-5.64384, 0.10925, -2.92053], [-4.49006, -0.70446, -3.65714], [-3.43170, 0.17225, -3.42608], [-3.79317, 1.52267, -3.56328], [-5.64755, 2.34695, -2.73200], [-5.73348, 1.65030, -4.34967], [-6.62412, -0.18416, -3.29614], [-5.53893, 0.14216, -1.83609], [-4.67513, -0.87222, -4.71813], [-4.14017, -1.60108, -3.14551], [-3.64253, 1.85036, -4.59189], [-3.11352, 2.20329, -3.05051], [2.17037, -1.64084, 1.05785], [2.12026, -2.67975, -0.02821], [2.37564, -4.00166, 0.61966], [3.08168, -3.58150, 1.76569], [3.42911, -2.26853, 1.69937], [1.28927, -1.48983, 1.68152], [2.35374, -0.70333, 0.53291], [2.94479, -2.50424, -0.71917], [1.19584, -2.77166, -0.59839], [3.08313, -4.60361, 0.04937], [1.42959, -4.44897, 0.92462], [4.31126, -1.93202, 1.15467], [3.56570, -1.96809, 2.73820], [3.45785, 0.42602, 5.38598], [3.56849, 1.89608, 5.06033], [3.04424, 1.98346, 3.67889], [1.90222, 1.03448, 3.75488], [1.99164, 0.15139, 4.89051], [3.67903, 0.30610, 6.44655], [4.07515, -0.30333, 4.86148], [4.57908, 2.30352, 5.08875], [2.91054, 2.53201, 5.65261], [3.72553, 1.56932, 2.93563], [2.77377, 3.03688, 3.60630], [1.66617, -0.88841, 4.85942], [1.37767, 0.54038, 5.70280]], "forces_ev_per_angstrom": [[-0.479, -0.454, -1.520], [1.125, 1.038, 1.935], [-0.652, -0.485, -3.381], [1.874, -2.301, 1.971], [-1.749, 2.933, 1.257], [0.286, 0.147, -0.124], [-0.143, -0.811, 0.461], [-0.450, -0.194, -0.237], [0.201, 0.133, 0.259], [-0.368, 0.324, -0.174], [0.167, -0.035, -0.321], [0.237, -0.150, -0.184], [-0.031, -0.111, 0.007], [2.077, 0.252, -1.292], [-3.231, -0.017, 2.152], [0.518, -0.386, 0.505], [1.424, -1.034, -0.183], [-0.965, -0.560, 1.674], [-0.271, -0.054, -0.669], [-0.050, 0.605, -0.635], [0.633, -0.086, -0.306], [0.152, 0.423, -0.290], [0.289, -0.400, -0.720], [-0.429, 1.138, -0.434], [-0.173, -0.374, 0.049], [-0.012, 0.489, -0.055], [0.376, 1.278, 0.198], [0.612, -2.624, -1.358], [-0.374, 1.423, 0.194], [0.138, -0.213, 0.849], [-0.203, -0.533, 0.500], [-0.015, 0.259, -0.309], [-0.461, 0.006, -0.520], [-0.359, 0.114, -0.073], [0.470, -0.097, 0.112], [-0.303, -0.311, 0.656], [0.470, 0.249, -0.037], [-0.446, 0.393, 0.257], [0.075, 0.230, -0.422], [-0.717, 0.457, -0.544], [0.551, -0.256, -0.870], [-0.764, 1.255, 2.077], [2.504, 0.264, -0.007], [-0.001, 0.029, -1.453], [-0.131, -0.266, 0.169], [-0.182, 0.378, 0.019], [-0.111, 0.002, 0.527], [-0.154, -0.975, 0.003], [-0.222, -0.010, -0.127], [-0.630, -0.326, -0.232], [0.238, -0.151, -0.485], [-0.291, -0.412, 0.988], [1.071, 0.602, -0.928], [-1.323, -0.639, -1.912], [0.470, 0.847, 0.432], [1.081, -2.531, 1.383], [-1.484, 2.619, 1.677], [0.120, -0.549, 0.219], [0.179, 0.275, 0.340], [-0.288, 0.330, -0.160], [-0.021, 0.493, -0.234], [-0.659, -0.575, -0.268], [0.297, -0.629, -0.008], [0.342, -0.622, -0.435], [0.164, 0.260, 0.090], [-0.958, -0.819, 0.550], [1.482, -0.161, -0.336], [-1.023, -1.441, 0.827], [-0.474, -0.034, -0.926], [1.442, 2.032, 2.053], [-0.535, -0.464, 0.122], [0.635, 0.648, -0.320], [0.114, -0.041, 0.301], [0.111, -0.341, 0.547], [0.011, 0.524, -0.222], [-0.654, -0.297, -1.226], [0.384, -0.023, -1.370], [-0.531, 0.347, -0.053]]}

{"formula": "C5H20O5", "method": "the ωB97M-V functional and the def2-TZVPD basis", "smiles": "CO.CO.CO.CO.CO", "homo_energy_ev": -9.8, "lumo_ev": 0.657, "fmax_ev_per_a": 2.61, "symbols": ["C", "O", "H", "H", "H", "H", "C", "O", "H", "H", "H", "H", "C", "O", "H", "H", "H", "H", "C", "O", "H", "H", "H", "H", "C", "O", "H", "H", "H", "H"], "xyz": [[-1.75064, 0.49854, 0.71846], [-1.46252, -0.83190, 0.24357], [-2.79293, 0.87041, 0.59101], [-0.98912, 1.14998, 0.37482], [-1.61206, 0.46006, 1.81436], [-1.91014, -1.48189, 0.79732], [2.09896, -0.19191, -0.17396], [1.61773, -1.27679, 0.54121], [2.41771, -0.56545, -1.14921], [2.92428, 0.36931, 0.25321], [1.28019, 0.52110, -0.34460], [0.70796, -1.58316, 0.32619], [1.17887, 2.45127, 2.36029], [0.84154, 3.21793, 1.18694], [0.43681, 1.63770, 2.58612], [1.27461, 3.08652, 3.28179], [2.17843, 1.93112, 2.12338], [0.96724, 2.53263, 0.53161], [-0.59827, 1.84073, -2.75491], [-0.78888, 2.44831, -1.50031], [-1.33305, 1.05494, -2.96890], [0.38546, 1.34102, -2.77128], [-0.63628, 2.47275, -3.59384], [-1.63383, 2.88615, -1.43916], [-0.15528, -4.24012, -0.32077], [-1.22602, -3.38807, 0.03501], [0.42147, -3.76317, -1.10719], [-0.55043, -5.17365, -0.69858], [0.51475, -4.33441, 0.55837], [-1.80655, -3.93995, 0.49907]], "forces_ev_per_angstrom": [[-0.460, -1.413, 2.141], [-0.405, 1.021, -0.311], [0.689, -0.328, -0.603], [0.224, 0.636, -0.764], [-0.118, 0.255, -0.140], [0.165, 0.155, -0.244], [-1.314, 0.229, -1.642], [-0.093, -1.281, 1.575], [0.231, 0.388, -0.296], [0.106, -0.486, 0.696], [0.135, 0.163, -0.153], [0.713, 1.080, -0.172], [1.082, -0.732, 0.254], [0.008, -0.609, 1.255], [0.469, 0.750, -0.284], [-0.043, -0.376, -1.142], [-1.277, 0.691, 0.854], [-0.279, 0.305, -0.942], [0.114, -1.807, 0.371], [0.743, 0.065, 0.029], [-0.054, -0.058, 0.305], [-0.341, 0.332, 0.267], [0.029, 1.417, -0.935], [-0.334, 0.116, -0.175], [0.750, 0.479, 0.483], [0.787, 0.862, -0.918], [-0.024, 0.089, -0.125], [0.246, -0.457, 0.056], [-0.211, -0.483, -0.545], [-1.537, -1.004, 1.105]]}

{"formula": "CH4NOP", "method": "the ωB97M-V functional and the def2-TZVPD basis", "homo_energy_ev": [-9.5, -7.7], "lumo_ev": [-1.076, -1.397], "fmax_ev_per_a": 2.83, "symbols": ["C", "N", "O", "P", "H", "H", "H", "H"], "xyz": [[-0.29457, 0.06195, -0.04219], [0.54948, -0.17982, 1.15753], [2.39753, -0.47361, 3.18468], [-0.00503, -0.82585, 2.51343], [-0.68059, 1.10538, 0.20944], [0.15788, -0.05474, -1.07244], [-1.10116, -0.73082, 0.03889], [1.51461, 0.26803, 1.35638]], "forces_ev_per_angstrom": [[-0.744, 0.137, 0.713], [1.755, 0.783, -0.464], [-2.572, -0.444, -0.775], [2.540, -0.039, 1.240], [0.028, -1.369, -1.356], [0.019, 0.371, 1.510], [0.573, 1.224, -0.228], [-1.600, -0.663, -0.641]]}

{"formula": "C3H4FN2O", "method": "the ωB97M-V functional and the def2-TZVPD basis", "homo_energy_ev": [-15.0, -14.6], "lumo_ev": [-7.461, -7.652], "fmax_ev_per_a": 4.32, "charge": 1, "symbols": ["C", "C", "C", "N", "N", "O", "F", "H", "H", "H", "H"], "xyz": [[-0.35857, 0.58982, 0.26293], [-0.29070, -0.88485, 0.60973], [1.41247, 0.93363, -1.36176], [0.30820, 1.24786, -0.68838], [0.10272, -1.76865, -0.20479], [-0.89959, -1.31777, 1.67860], [1.59613, 1.34012, -2.55080], [-1.07234, 1.26284, 0.76673], [-0.12745, 2.08631, -0.79004], [0.05398, -2.76219, -0.13039], [-0.72485, -0.72713, 2.40816]], "forces_ev_per_angstrom": [[0.414, -0.897, 0.032], [0.391, -1.583, -2.138], [3.095, -2.132, -0.026], [-1.301, -2.707, 1.111], [1.093, 3.333, -2.525], [-0.898, 0.741, 2.190], [-1.224, 0.550, 0.398], [0.266, -0.744, 0.016], [-1.204, 3.811, -1.062], [-0.291, -0.543, 1.036], [-0.340, 0.171, 0.966]]}

Short version: energy relative to the best compared isomer or geometry (same formula, charge and spin) = 0.147, 4.882, 2.599, 6.343, 5.790 eV, in the order given.